# 1
# C35H42F6N2O22

A cluster of 7 separate species, C35H42F6N2O22 in total in a non-equilibrium geometry (ωB97M-V/def2-TZVPD, OMol25).

Last column: Mulliken charge in e.
Atoms and positions in Å:
F (-5.39, -3.02, -4.26)  -0.276
F (-6.53, -2.44, 2.29)  -0.251
F (-6.42, -7.40, 2.26)  -0.295
F (1.22, -5.49, -4.51)  -0.279
F (3.41, 7.48, 9.53)  -0.279
F (4.38, -0.97, -0.21)  -0.243
O (4.97, -3.33, -2.62)  -0.296
O (1.70, 3.01, -2.72)  -0.562
O (5.96, 7.47, 5.91)  -0.481
O (-6.74, -0.10, -1.46)  -0.524
O (2.75, 5.79, -2.53)  -0.320
O (-6.61, -5.15, -0.57)  -0.586
O (-4.42, -7.23, 3.27)  -0.348
O (-8.30, -1.38, -0.44)  -0.364
O (-7.36, -5.34, -2.69)  -0.308
O (-6.31, -1.03, 0.56)  -0.247
O (6.52, 7.32, 8.09)  -0.309
O (2.15, -5.64, -6.56)  -0.309
O (4.35, 7.35, 7.49)  -0.280
O (1.15, 1.18, -1.46)  -0.217
O (-2.17, -7.10, 3.48)  -0.512
O (3.75, -5.54, -8.15)  -0.515
O (4.47, -3.20, -0.42)  -0.285
O (4.32, -5.69, -5.96)  -0.326
O (4.50, -5.22, -1.46)  -0.511
O (-5.62, -3.99, -2.24)  -0.222
O (5.42, 1.60, 1.60)  -0.573
O (-3.16, -6.66, 1.49)  -0.330
N (2.90, 2.86, -0.64)  0.546
N (-5.10, 2.56, -3.17)  -0.726
C (4.31, 2.19, 1.44)  -0.038
C (5.00, 4.48, 2.63)  -0.297
C (3.58, 5.67, 4.54)  -0.302
C (-2.65, 0.60, -0.84)  -0.561
C (3.95, 3.32, 2.49)  0.772
C (-7.19, -1.53, 1.54)  0.308
C (-5.64, -4.20, -3.64)  0.312
C (5.07, -1.98, -0.80)  0.238
C (4.89, -1.95, -2.28)  -0.412
C (2.51, 4.55, 4.38)  -0.575
C (-8.26, -2.19, 0.72)  -0.260
C (4.41, 6.90, 8.82)  0.282
C (-4.27, 2.33, -1.93)  -0.389
C (5.75, 7.37, 9.29)  -0.456
C (5.64, 7.39, 7.06)  0.633
C (-0.17, 1.64, -1.03)  -0.422
C (4.85, 5.65, 3.64)  -0.512
C (-3.16, -7.01, 2.81)  0.614
C (-4.50, -6.79, 1.04)  0.061
C (3.43, 1.74, 0.19)  -0.698
C (3.43, 5.32, -1.27)  0.028
C (-1.24, 0.58, -1.63)  -0.573
C (-7.05, -4.65, -3.89)  -0.446
C (4.63, -4.03, -1.50)  0.659
C (3.96, 3.68, -1.28)  -0.701
C (-3.87, 0.76, -1.90)  0.034
C (-6.54, -4.85, -1.73)  0.677
C (2.21, -6.09, -5.22)  0.319
C (-5.28, -6.66, 2.31)  0.393
C (1.94, 2.38, -1.65)  0.280
C (3.56, -5.62, -4.76)  -0.111
C (4.25, 6.32, -2.36)  -0.585
C (-7.08, -0.77, -0.54)  0.658
C (3.44, -5.62, -7.00)  0.629
C (2.67, 3.36, 3.36)  -0.272
H (1.60, 4.62, 5.08)  0.290
H (3.12, 5.78, -0.21)  0.334
H (2.54, 1.13, 0.62)  0.369
H (5.67, -1.38, -2.78)  0.352
H (3.98, -6.27, -3.99)  0.268
H (3.92, -1.55, -2.58)  0.251
H (6.11, -1.96, -0.47)  0.239
H (-2.76, -0.44, -0.36)  0.274
H (3.98, 1.00, -0.50)  0.374
H (-7.74, -3.81, -4.02)  0.293
H (2.08, -7.18, -5.19)  0.265
H (-7.55, -0.72, 2.17)  0.245
H (-0.75, -0.46, -1.58)  0.282
H (5.04, 5.52, -2.55)  0.283
H (-9.23, -2.19, 1.23)  0.288
H (5.72, 8.40, 9.66)  0.282
H (-4.75, -6.01, 0.32)  -0.149
H (4.16, 3.45, -2.38)  0.296
H (4.92, 3.79, -0.68)  0.404
H (5.66, 6.47, 3.70)  0.321
H (-0.24, 1.71, 0.12)  0.191
H (-5.68, 1.73, -3.31)  0.304
H (-5.52, -5.63, 2.59)  0.290
H (-3.51, 0.40, -2.92)  0.227
H (3.41, 6.51, 5.31)  0.399
H (1.87, 2.56, 3.27)  0.316
H (6.17, 6.73, 10.06)  0.275
H (-1.39, 0.88, -2.73)  0.245
H (-3.34, 3.01, -1.97)  0.256
H (-4.88, -4.93, -3.91)  0.273
H (-4.92, 2.54, -0.99)  0.243
H (3.54, -4.60, -4.40)  0.029
H (-2.71, 1.36, 0.01)  0.410
H (5.96, 4.48, 1.99)  0.270
H (-4.72, 0.07, -1.58)  -0.173
H (4.32, 7.18, -1.62)  0.299
H (-8.01, -3.22, 0.44)  0.081
H (4.28, 5.81, 8.85)  0.312
H (-0.47, 2.66, -1.43)  0.306
H (-4.45, 2.65, -3.97)  0.272
H (-4.63, -7.76, 0.56)  0.279
H (-7.12, -5.31, -4.76)  0.282

Output
E_tot   -101295.7865 eV
SMILES string   NCCCCCOC(=O)N(CC(=O)c1ccccc1)C[C@H]1CO1.O=C1OC[C@@H](F)O1.O=C1OC[C@@H](F)O1.O=C1OC[C@@H](F)O1.O=C1OC[C@@H](F)O1.O=C1OC[C@@H](F)O1.O=C1OC[C@@H](F)O1
Max |F|   6.45 eV/Å
Charge   0
HOMO   -8.64 eV

# 2
# C35H42N6O7S2Tb

A structure of composition C35H42N6O7S2Tb in a non-equilibrium geometry (ωB97M-V/def2-TZVPD, OMol25).

Last column: Löwdin spin population.
Atoms and positions in Å:
Tb (-1.08, 0.65, -1.33)  6.099
S (-1.32, 4.07, 2.17)  -0.002
S (2.04, -1.21, 5.21)  0.000
O (-3.38, 1.36, -1.99)  0.005
O (-0.62, -1.96, -2.91)  0.002
O (3.16, -0.31, 5.25)  0.000
O (1.55, -4.56, -0.31)  0.000
O (2.82, -4.20, 1.43)  0.000
O (-2.81, -1.30, -1.54)  0.002
O (0.72, -0.62, 5.10)  0.000
N (1.47, 1.47, -3.39)  -0.001
N (2.00, -3.85, 0.59)  0.000
N (1.96, -1.52, 1.54)  0.000
N (1.17, 1.46, -2.20)  0.001
N (-1.95, 0.23, 1.15)  0.001
N (0.69, -0.56, 0.00)  -0.005
C (-3.60, 2.70, -2.41)  0.000
C (-4.51, 0.42, -2.15)  0.000
C (-1.77, 1.30, 1.93)  0.000
C (0.48, -2.15, -3.74)  0.000
C (-1.19, 2.73, -0.08)  -0.036
C (-2.88, -2.37, -2.54)  0.000
C (1.43, -2.52, 0.70)  0.000
C (-0.92, 1.08, -3.75)  -0.046
C (1.66, -1.66, 7.93)  0.000
C (-2.26, 0.02, 3.87)  0.000
C (-2.19, -0.94, 1.73)  0.000
C (2.15, -2.36, 6.59)  0.000
C (1.40, -0.34, 1.10)  0.000
C (2.38, 1.59, -1.37)  0.000
C (3.75, 2.81, 0.18)  0.000
C (2.29, -2.36, 3.81)  0.000
C (-2.43, -1.09, 3.05)  0.000
C (1.61, 0.91, 1.75)  0.000
C (-0.93, 4.09, -0.36)  -0.004
C (4.65, 1.78, 0.25)  0.000
C (0.73, -1.91, -0.27)  0.001
C (2.60, 2.73, -0.62)  0.000
C (0.68, 1.43, -5.61)  -0.003
C (2.92, -1.68, 2.61)  0.000
C (-1.50, 2.58, 1.25)  -0.002
C (-4.12, -0.74, -1.24)  0.000
C (-1.81, -2.28, -3.57)  0.000
C (4.52, 0.68, -0.65)  0.000
C (0.38, 1.31, -4.23)  -0.006
C (-0.95, 4.89, 0.73)  -0.002
C (-0.35, 1.23, -6.54)  0.002
C (-1.99, 1.23, 3.29)  0.000
C (-1.61, 0.91, -6.11)  -0.002
C (3.37, 0.60, -1.46)  0.000
C (-1.90, 0.89, -4.73)  -0.004
H (5.54, 1.83, 0.79)  0.000
H (3.18, -2.65, 6.65)  0.000
H (-2.89, 0.67, -4.47)  -0.001
H (0.53, -1.42, -4.58)  0.000
H (2.31, -0.77, 8.10)  0.000
H (3.29, -0.20, -2.20)  0.000
H (-5.39, 0.93, -1.76)  0.000
H (0.48, -3.12, -4.20)  0.000
H (1.68, -2.27, 8.80)  0.000
H (-0.67, 4.51, -1.31)  0.000
H (3.23, -0.67, 2.93)  0.000
H (-0.87, 5.98, 0.73)  0.000
H (-2.48, -0.05, 4.97)  0.000
H (2.70, 1.17, 1.71)  0.000
H (2.88, -3.20, 4.23)  0.000
H (-1.97, 2.04, 3.98)  0.000
H (1.41, -2.01, -3.17)  0.000
H (-2.88, -3.35, -2.04)  0.000
H (-2.67, 3.27, -2.20)  0.000
H (5.30, -0.05, -0.76)  0.000
H (1.33, 0.84, 2.80)  0.000
H (-4.40, 3.14, -1.80)  0.000
H (0.66, -1.38, 7.71)  0.000
H (-2.80, -2.04, 3.45)  0.000
H (0.23, -2.29, -1.14)  0.000
H (-3.83, 2.79, -3.47)  0.000
H (3.94, 3.63, 0.85)  0.000
H (-4.55, 0.11, -3.21)  0.000
H (1.31, -2.71, 3.55)  0.000
H (-1.68, -3.18, -4.13)  0.000
H (1.70, 1.76, -5.84)  0.000
H (1.12, 1.69, 1.24)  0.000
H (-3.98, -0.36, -0.26)  0.000
H (-2.16, -1.85, 1.05)  0.000
H (-4.94, -1.53, -1.27)  0.000
H (3.70, -2.34, 2.21)  0.000
H (-0.06, 1.29, -7.57)  0.000
H (-2.10, -1.49, -4.26)  0.000
H (-3.84, -2.28, -3.07)  0.000
H (1.92, 3.56, -0.67)  0.000
H (1.57, -3.25, 6.28)  0.000
H (-2.35, 0.59, -6.80)  0.000

Output
E_tot   -104342.3064 eV
Spin multiplicity   7
Energy relative to the best compared isomer or geometry (same formula, charge and spin)   2.374 eV
Max |F|   2.85 eV/Å
Expectation value of S²   12.59
Charge   +1
HOMO (spin up / spin down)   -10.43 / -10.44 eV